Computed, not measured: a molecular structure, C40H67F5N2O8S at a distorted geometry, with ωB97M-V/def2-TZVPD.

Each line ends with the Mulliken charge.
Positions of all 123 atoms, in Å:
F 1.588 0.191 3.464  -0.322
C 0.625 -0.269 2.502  0.206
C -0.702 0.554 2.425  -0.769
C -1.854 0.126 1.445  0.363
N -3.154 0.719 1.203  -0.533
S -3.782 -0.389 0.047  0.418
N -2.600 -1.595 -0.284  -0.584
C -1.526 -1.163 0.595  0.504
C -0.194 -1.989 0.611  -0.400
C 0.923 -1.542 1.584  0.129
C 2.290 -2.368 1.615  0.871
F 2.097 -3.488 0.706  -0.259
F 2.604 -2.946 2.881  -0.305
C 3.470 -1.490 0.974  0.104
F 3.030 -1.127 -0.355  -0.161
F 3.723 -0.257 1.654  -0.183
H -0.822 1.470 3.091  0.379
H -0.139 -2.893 -0.095  0.329
H 4.467 -2.069 0.962  0.079
C 6.163 -0.247 4.366  -0.285
C 6.841 0.664 5.363  -0.249
C 8.300 0.528 4.975  -0.564
O 8.331 0.271 3.564  -0.470
C 7.001 -0.031 3.122  -0.158
H 5.106 -0.022 4.213  0.118
H 6.248 -1.288 4.697  0.368
H 6.508 1.695 5.208  -0.042
H 6.651 0.396 6.404  0.402
H 8.769 -0.322 5.482  0.295
H 8.879 1.428 5.197  0.310
H 6.638 0.826 2.544  0.050
H 7.019 -0.908 2.470  0.256
C 4.168 -4.722 -1.433  -0.055
C 5.154 -5.563 -2.212  -0.626
C 4.287 -6.115 -3.326  -0.495
O 3.273 -5.136 -3.587  -0.462
C 3.293 -4.160 -2.536  0.035
H 4.636 -3.946 -0.824  0.006
H 3.573 -5.362 -0.774  0.243
H 5.938 -4.922 -2.632  0.267
H 5.633 -6.343 -1.618  0.367
H 3.788 -7.041 -3.019  0.284
H 4.852 -6.311 -4.240  0.304
H 3.716 -3.235 -2.946  -0.071
H 2.273 -3.958 -2.202  0.190
C 1.107 0.318 -3.359  -0.247
C 0.456 1.531 -3.985  -0.831
C -0.977 1.400 -3.508  -0.388
O -0.932 0.745 -2.232  -0.298
C 0.389 0.226 -2.028  0.234
H 2.190 0.406 -3.253  0.236
H 0.892 -0.571 -3.962  0.209
H 0.904 2.443 -3.578  0.319
H 0.542 1.564 -5.072  0.382
H -1.567 0.773 -4.185  0.279
H -1.476 2.367 -3.406  0.126
H 0.879 0.846 -1.269  0.127
H 0.328 -0.798 -1.655  -0.167
C 3.828 4.664 2.617  -0.582
C 5.176 4.465 1.963  -0.585
C 5.994 3.882 3.098  -0.384
O 5.086 3.144 3.928  -0.333
C 3.743 3.463 3.537  -0.160
H 2.999 4.717 1.908  0.347
H 3.834 5.587 3.206  0.270
H 5.090 3.736 1.151  0.258
H 5.606 5.382 1.554  0.361
H 6.443 4.671 3.711  0.297
H 6.789 3.221 2.744  0.234
H 3.331 2.592 3.015  -0.035
H 3.137 3.656 4.425  0.294
C -8.859 1.030 1.213  0.190
C -8.145 2.099 2.008  -0.712
C -6.690 1.721 1.809  -0.450
O -6.596 1.100 0.519  -0.115
C -7.921 0.827 0.041  -0.630
H -9.868 1.311 0.907  0.428
H -8.924 0.110 1.803  -0.377
H -8.339 3.082 1.566  0.297
H -8.436 2.134 3.059  0.363
H -6.363 0.991 2.557  0.297
H -6.023 2.585 1.850  0.327
H -8.138 1.534 -0.768  0.237
H -7.965 -0.188 -0.362  0.312
C -10.144 -4.285 2.573  -0.519
C -9.087 -3.594 3.403  -0.639
C -8.865 -2.311 2.626  -0.318
O -10.111 -1.989 1.992  -0.365
C -10.988 -3.119 2.102  -0.513
H -10.719 -5.031 3.126  0.340
H -9.677 -4.780 1.715  0.260
H -9.486 -3.364 4.396  0.285
H -8.174 -4.179 3.529  0.353
H -8.114 -2.447 1.840  0.232
H -8.553 -1.482 3.266  0.299
H -11.765 -2.869 2.833  0.268
H -11.466 -3.308 1.138  0.270
C 5.409 -1.832 -5.614  -0.231
C 6.110 -0.503 -5.786  -0.584
C 5.122 0.266 -6.640  -0.494
O 3.816 -0.221 -6.305  -0.434
C 3.957 -1.411 -5.517  0.034
H 5.748 -2.398 -4.744  0.137
H 5.561 -2.450 -6.505  0.300
H 6.222 -0.014 -4.812  0.259
H 7.098 -0.582 -6.243  0.350
H 5.286 0.077 -7.706  0.267
H 5.167 1.344 -6.467  0.291
H 3.683 -1.165 -4.485  -0.203
H 3.272 -2.179 -5.885  0.318
C -4.155 3.283 -1.303  0.047
C -3.457 4.612 -1.477  -0.559
C -4.448 5.380 -2.330  -0.567
O -5.752 4.890 -1.992  -0.456
C -5.608 3.699 -1.204  0.070
H -3.813 2.718 -0.434  0.079
H -4.003 2.664 -2.195  0.186
H -3.344 5.102 -0.504  0.302
H -2.470 4.535 -1.937  0.313
H -4.285 5.190 -3.397  0.268
H -4.404 6.458 -2.157  0.315
H -5.881 3.946 -0.172  0.034
H -6.291 2.931 -1.571  -0.014

The value obtained for the max |F| is 6.19 eV/Å. Its charge is 0. Its multiplicity is 1. The value obtained for the LUMO energy is -0.056 Ha. Its total energy is -3172.9520 a.u.